1.
DFT (ωB97M-V/def2-TZVPD) results for C39H63IN10O5PS as an isolated structure.

```
120
Properties=species:S:1:pos:R:3:mulliken_charge:R:1
I -1.492 -4.403 -0.512 0.42
S -2.977 -1.710 -0.886 -0.14
P -0.031 0.324 -2.670 0.99
O 0.573 -0.590 -4.074 -0.59
O -1.733 0.571 -2.889 -0.23
O 5.296 -3.822 2.449 -0.53
O -2.904 1.530 -0.281 0.08
O 4.013 -2.876 0.606 -0.31
N 2.022 -0.199 -1.059 -0.28
N 0.657 1.806 -2.934 -0.81
N -1.068 -0.288 2.536 -0.46
N -6.716 3.079 -4.432 -0.56
N -0.064 -2.829 -2.148 -0.48
N 1.839 1.016 6.623 -0.53
N -0.616 -2.604 0.170 0.00
N 0.082 1.861 0.210 0.36
N 2.821 1.692 -5.858 -0.29
N 2.122 -6.613 -0.103 -0.35
C 1.986 2.679 -7.897 -0.68
C 2.547 -2.644 0.820 0.20
C -2.680 0.790 0.957 -1.34
C 0.214 2.673 1.437 -0.51
C 2.802 3.453 7.602 -0.26
C -1.374 -0.189 1.023 0.86
C -3.006 -3.392 4.280 -0.98
C 1.820 -2.866 -0.607 -1.26
C -6.890 4.394 -4.689 -0.32
C -4.380 3.545 -4.042 -0.20
C 4.529 -7.928 -0.650 -0.22
C -4.590 4.893 -4.313 -0.46
C 4.106 3.379 -7.013 -0.51
C 1.762 2.796 8.252 -0.38
C 0.496 -0.469 -1.015 1.38
C -5.463 2.685 -4.116 -0.33
C 4.755 -2.717 1.866 0.53
C 2.571 3.842 2.292 -0.92
C 2.846 1.679 6.012 -0.12
C 1.881 1.811 -6.822 0.07
C -1.761 -1.754 0.598 -0.76
C 4.466 -6.967 0.353 -0.60
C 3.913 2.479 -5.977 -0.22
C 0.002 0.380 0.344 -1.56
C -6.229 2.117 1.177 -0.95
C -2.047 -3.307 2.916 -0.15
C 0.352 -2.087 -0.856 -0.54
C 4.930 -1.191 2.466 -0.61
C 2.214 -7.549 -1.072 -0.18
C 3.382 -8.228 -1.379 -0.48
C -2.739 -2.386 1.772 -0.69
C -5.869 5.330 -4.644 -0.28
C 3.251 -6.344 0.589 0.01
C -3.975 2.530 -0.166 -0.45
C 3.357 2.886 6.460 -0.48
C -5.494 1.854 -0.277 0.00
C 1.644 2.471 2.283 0.51
C 1.321 1.591 7.730 -0.22
C 3.121 3.477 -7.991 -0.12
H -3.365 -1.554 2.357 0.32
H -0.439 2.279 -0.579 0.43
H -6.110 2.380 -1.132 0.25
H -3.070 -4.536 4.611 0.30
H 1.201 2.731 -8.643 0.35
H 0.772 -2.940 -2.778 0.42
H -4.292 -1.570 -0.400 0.22
H -3.871 3.187 0.802 0.41
H -2.077 -0.301 -3.296 0.33
H -0.992 0.653 2.967 0.42
H -6.065 6.373 -4.862 0.37
H -1.978 -4.411 2.519 0.27
H 1.367 -0.091 -4.476 0.32
H -5.839 1.351 1.995 0.19
H 2.551 -2.722 -1.541 0.38
H 1.307 3.212 9.144 0.36
H 0.514 1.037 8.203 0.37
H 1.294 -7.745 -1.615 0.34
H 3.238 4.170 -8.819 0.37
H -0.713 2.657 2.188 0.08
H 4.765 -0.456 1.548 0.23
H 1.533 -4.025 -0.662 0.18
H -3.716 0.244 1.196 0.01
H -3.910 3.276 -1.092 0.09
H -2.582 1.606 1.823 0.41
H 4.169 3.373 5.932 0.41
H 3.175 4.399 7.983 0.37
H 2.319 -1.626 1.360 -0.13
H -0.239 -0.895 2.708 0.16
H -3.586 -3.064 1.272 0.45
H 3.150 -5.589 1.363 0.34
H 1.231 2.058 -2.107 0.30
H -6.000 3.234 1.473 0.26
H 3.244 1.198 5.124 0.48
H 0.871 0.082 1.114 -0.45
H 5.002 3.987 -7.057 0.35
H -5.349 1.623 -3.916 0.50
H -2.478 -2.835 5.187 0.26
H -3.396 3.174 -3.780 0.53
H 1.013 1.170 -6.702 0.34
H 1.354 2.249 3.395 0.08
H -4.088 -2.983 4.100 0.30
H 5.342 -6.709 0.938 0.41
H -7.906 4.686 -4.939 0.37
H 4.654 2.362 -5.192 0.36
H 2.280 0.605 -0.456 0.39
H 1.977 4.814 2.007 0.30
H 2.330 1.626 1.795 -0.31
H -0.835 -2.365 -2.649 0.16
H 3.479 3.774 1.528 0.29
H 4.114 -1.059 3.294 0.11
H 3.398 -8.973 -2.167 0.37
H 3.058 4.062 3.356 0.17
H -3.765 5.598 -4.267 0.40
H -1.022 -2.858 3.276 0.06
H 5.464 -8.439 -0.863 0.37
H 0.265 3.817 1.092 0.40
H 2.205 -3.529 1.539 0.37
H 6.043 -1.103 2.884 0.37
H -5.420 0.715 -0.555 0.02
H -7.390 1.973 1.034 0.35
H 2.344 -0.093 -2.045 0.36
H -0.122 -2.924 1.029 0.65
```

net charge: +1
lowest unoccupied orbital energy: -4.1 eV
spin multiplicity: 1
frontier orbital gap: 0.24885 Ha
highest occupied orbital energy: -10.91 eV
E: -3484.17927 a.u.

***

2.
DFT (ωB97M-V/def2-TZVPD) results for one molecule with the formula C6H9N.

```
16
Properties=species:S:1:pos:R:3:mulliken_charge:R:1
N 0.466 -1.298 -0.526 -0.08
C -0.871 -1.030 -0.715 -0.79
C -1.105 0.180 -0.070 0.53
C -2.363 0.986 -0.306 -1.25
C 1.096 -0.332 0.198 0.25
C 0.115 0.647 0.443 -0.45
C 2.537 -0.105 0.640 -0.98
H -2.429 1.309 -1.354 0.27
H 0.766 -2.260 -0.560 0.24
H -3.266 0.374 -0.323 0.37
H -1.508 -1.659 -1.307 0.40
H 2.356 0.581 1.466 0.29
H 3.174 0.316 -0.128 0.23
H 0.502 1.516 0.953 0.30
H 2.996 -0.968 1.122 0.34
H -2.465 1.744 0.466 0.32
```

lowest unoccupied orbital energy: 1.1 eV
spin multiplicity: 1
structure (SMILES): Cc1c[nH]c(C)c1
energy above the lowest of the compared OMol25 structures with the same formula, charge and spin: 18.9 kcal per mole
frontier orbital gap: 0.32429 Ha
highest occupied orbital energy: -7.75 eV
E: -288.75190 a.u.

***

3.
DFT (ωB97M-V/def2-TZVPD) results for C8H22AgF5N2O13S3 as an isolated structure.

```
54
Properties=species:S:1:pos:R:3:mulliken_charge:R:1
Ag 5.957 10.005 -28.012 0.60
S 3.356 13.805 -31.082 1.25
S 3.688 9.087 -25.748 0.96
S 3.989 11.450 -25.547 0.90
F 2.962 8.191 -26.856 -0.32
F 3.508 16.451 -30.080 -0.24
F 3.488 16.187 -32.276 -0.19
F 4.734 12.518 -26.442 -0.26
F 1.632 15.900 -31.174 -0.21
O 1.566 10.655 -32.875 -0.52
O 4.437 9.318 -30.593 -1.00
O 2.552 13.177 -32.148 -0.82
O 2.668 12.089 -25.400 -0.58
O 0.468 9.602 -28.520 -0.48
O 5.422 10.345 -32.236 -0.85
O 2.604 9.268 -24.760 -0.59
O 4.878 11.334 -24.416 -0.59
O 5.773 7.735 -28.813 -0.20
O 2.935 13.280 -29.772 -0.87
O 4.758 13.619 -31.389 -0.63
O 4.866 8.212 -25.439 -0.68
O 5.708 10.992 -30.283 -0.73
N 2.758 10.843 -28.880 0.58
N 4.016 10.213 -26.728 -0.14
C -0.408 10.859 -26.613 -1.04
C 5.212 10.143 -31.028 0.81
C 2.964 15.738 -31.148 0.36
C 0.679 10.292 -31.812 0.19
C -0.036 9.516 -27.164 -0.23
C 6.410 6.727 -29.537 -0.34
C -0.791 10.439 -32.253 -1.15
C 7.533 7.262 -30.385 -1.05
H 7.183 8.042 -31.061 0.30
H 0.261 8.795 -28.995 0.16
H -1.094 10.774 -25.771 0.39
H 3.302 10.322 -29.553 0.26
H 0.699 9.024 -26.528 0.20
H 7.836 6.483 -31.085 0.37
H 8.402 7.700 -29.893 0.21
H 5.285 8.278 -29.436 0.19
H -0.965 11.359 -27.406 0.31
H -1.077 9.853 -33.127 0.31
H 1.799 11.580 -32.762 0.47
H -1.025 11.485 -32.448 0.27
H -0.837 8.777 -27.205 0.44
H 6.875 5.932 -28.955 0.28
H 0.834 10.974 -30.976 0.03
H -1.437 10.109 -31.440 0.30
H 2.741 11.813 -29.162 0.44
H 1.818 10.517 -28.705 0.22
H 3.302 10.668 -28.047 0.17
H 0.830 9.298 -31.391 0.24
H 0.449 11.499 -26.402 0.16
H 5.677 6.273 -30.204 0.34
```

net charge: -2
lowest unoccupied orbital energy: 4.3 eV
spin multiplicity: 1
energy above the lowest of the compared OMol25 structures with the same formula, charge and spin: 51.3 kcal per mole
frontier orbital gap: 0.17042 Ha
highest occupied orbital energy: -0.34 eV
E: -3246.48572 a.u.

***

4.
DFT (ωB97M-V/def2-TZVPD) results for C3H4N2O2 as an isolated structure.

```
11
Properties=species:S:1:pos:R:3:mulliken_charge:R:1
O 2.610 -0.894 -0.062 -0.65
O 1.395 1.143 0.155 -0.33
N -1.898 -0.361 0.102 -0.49
N 0.467 -0.858 -0.060 -0.36
C 1.581 -0.151 0.011 0.34
C -0.016 1.284 0.177 -0.40
C -0.577 0.053 0.059 0.41
H -2.564 0.378 -0.083 0.25
H -2.075 -1.177 -0.470 0.26
H -0.397 2.286 0.300 0.38
H 1.475 -1.700 -0.130 0.59
```

lowest unoccupied orbital energy: 0.8 eV
spin multiplicity: 1
energy above the lowest of the compared OMol25 structures with the same formula, charge and spin: 81.9 kcal per mole
frontier orbital gap: 0.33413 Ha
highest occupied orbital energy: -8.29 eV
E: -376.63330 a.u.

***

5.
DFT (ωB97M-V/def2-TZVPD) results for C5H8N2O as an isolated structure.

```
16
Properties=species:S:1:pos:R:3:mulliken_charge:R:1
O -0.627 1.728 -0.108 -0.22
N -1.719 0.956 -0.566 -0.30
N 1.029 -2.081 -0.576 -0.51
C -0.340 -0.406 0.924 -0.74
C 0.064 1.122 0.945 -0.12
C 1.046 0.007 0.499 -0.09
C -1.458 -0.137 0.016 0.10
C 1.603 -0.608 -0.920 -0.52
H -0.254 -0.861 1.857 0.50
H 1.309 -2.821 -1.273 0.18
H 1.003 0.242 -1.766 0.20
H 1.583 -0.520 1.293 0.31
H 0.023 2.030 1.646 0.37
H -0.116 -1.993 0.030 0.27
H -1.946 -1.183 -0.475 0.24
H 2.756 -0.716 -1.252 0.32
```

lowest unoccupied orbital energy: 0.8 eV
spin multiplicity: 1
energy above the lowest of the compared OMol25 structures with the same formula, charge and spin: 207.9 kcal per mole
frontier orbital gap: 0.35896 Ha
highest occupied orbital energy: -8.93 eV
E: -379.75681 a.u.

***

6.
DFT (ωB97M-V/def2-TZVPD) results for one molecule with the formula C2FN3O4.

```
10
Properties=species:S:1:pos:R:3:mulliken_charge:R:1
F -0.443 0.369 1.714 -0.30
O -1.554 0.583 -1.172 -0.52
O 1.650 0.656 -1.122 -0.52
O -2.060 -0.892 0.316 -0.48
O 0.682 2.119 0.138 -0.48
N 0.866 1.038 -0.299 0.92
N 1.431 -2.246 0.127 -0.27
N -1.392 -0.161 -0.270 0.94
C 0.071 -0.118 0.304 0.84
C 0.748 -1.348 0.263 -0.12
```

lowest unoccupied orbital energy: -1.9 eV
spin multiplicity: 1
structure (SMILES): N#CC(F)([N+](=O)[O-])[N+](=O)[O-]
energy above the lowest of the compared OMol25 structures with the same formula, charge and spin: 16.4 kcal per mole
frontier orbital gap: 0.39145 Ha
highest occupied orbital energy: -12.51 eV
E: -641.01581 a.u.